The following is a DFT calculation (wB97M-V/def2-TZVPD) of a structure of composition C3H7NO2.

Output
Gap between HOMO and LUMO: 9.991 eV
HOMO: -9.32 eV

```
! RIJCOSX wB97M-V def2-TZVPD def2/J DEFGRID3
* xyz 0 1
O 2.272 -1.458 0.162
O 0.669 -0.674 -1.257
N 1.249 0.596 0.524
C 1.463 -0.666 -0.269
C -1.402 0.335 0.417
C -1.260 -0.416 -0.750
H 1.808 0.596 1.375
H -0.037 0.572 0.650
H 1.453 1.417 -0.043
H -1.693 -0.191 1.325
H -1.782 1.352 0.321
H -1.339 -1.497 -0.731
H -1.402 0.036 -1.725
*
```

***

The following is a DFT calculation (wB97M-V/def2-TZVPD) of the molecule C3H7NO2.

Output
SMILES: CNC(=O)OC
Gap between HOMO and LUMO: 10.613 eV
HOMO: -9.70 eV

```
! RIJCOSX wB97M-V def2-TZVPD def2/J DEFGRID3
* xyz 0 1
O 0.801 0.079 1.837
O 0.738 -0.054 -0.427
N -1.187 -0.025 0.735
C -1.999 -0.020 -0.462
C 0.172 0.004 0.800
C 2.163 -0.004 -0.432
H 2.440 0.294 -1.445
H -1.629 0.034 1.639
H 2.521 0.723 0.300
H -2.698 0.822 -0.448
H 2.585 -0.988 -0.201
H -1.343 0.087 -1.325
H -2.565 -0.952 -0.570
*
```

***

The following is a DFT calculation (wB97M-V/def2-TZVPD) of the molecule C3H7NO2.

Output
SMILES: C/C(O)=C(/[NH3+])[O-]
Gap between HOMO and LUMO: 7.480 eV
HOMO: -7.03 eV

```
! RIJCOSX wB97M-V def2-TZVPD def2/J DEFGRID3
* xyz 0 1
O -0.148 -1.479 0.173
O 0.702 2.011 -0.136
N 1.929 0.008 0.454
C -0.454 -0.128 -0.107
C 0.517 0.809 -0.029
C -1.890 0.219 -0.328
H -2.294 -0.181 -1.271
H 1.887 -0.975 0.185
H 1.979 0.067 1.469
H -2.005 1.307 -0.354
H -2.511 -0.172 0.489
H -0.428 -1.997 -0.594
H 2.717 0.510 0.050
*
```

***

The following is a DFT calculation (wB97M-V/def2-TZVPD) of the molecule C3H7NO2 at a distorted geometry.

Output
SMILES: C[C@H](N)C(=O)O
Gap between HOMO and LUMO: 9.561 eV
HOMO: -8.94 eV

```
! RIJCOSX wB97M-V def2-TZVPD def2/J DEFGRID3
* xyz 0 1
O -1.191 0.408 1.209
O 0.893 -0.276 1.591
N 1.067 -0.850 -1.212
C -0.986 0.519 -1.457
C 0.330 0.278 -0.657
C 0.017 -0.065 0.797
H -1.610 -0.037 1.969
H 1.050 -1.742 -0.755
H -0.695 0.690 -2.503
H -1.819 -0.076 -1.113
H -1.256 1.562 -1.274
H 0.999 1.139 -0.689
H 1.819 -0.661 -1.845
*
```

***

The following is a DFT calculation (wB97M-V/def2-TZVPD) of the ion C3H7NO2 with charge +1 at a distorted geometry.

Output
Gap between HOMO and LUMO (alpha / beta): 11.261 / 5.703 eV
HOMO (alpha / beta): -15.01 / -14.88 eV

```
! RIJCOSX wB97M-V def2-TZVPD def2/J DEFGRID3
* xyz 1 2
O -1.841 -0.135 -2.272
O 0.822 -0.262 2.350
N 0.794 -0.056 0.110
C -0.492 0.357 -0.455
C -0.886 -0.490 -1.659
C 1.248 0.607 1.326
H -0.329 -1.437 -1.802
H -1.301 0.294 0.306
H -0.400 1.378 -0.850
H 2.332 0.735 1.449
H 1.548 -0.851 2.609
H 0.856 1.615 1.407
H 0.593 -1.021 0.425
*
```

***

The following is a DFT calculation (wB97M-V/def2-TZVPD) of the molecule C3H7NO2S at a distorted geometry.

Output
Gap between HOMO and LUMO: 9.144 eV
HOMO: -8.57 eV

```
! RIJCOSX wB97M-V def2-TZVPD def2/J DEFGRID3
* xyz 0 1
S 2.007 0.801 0.249
O 0.751 -1.540 0.239
O 3.145 -0.056 0.405
N 0.844 -0.318 -0.506
C -1.243 0.572 0.308
C -0.367 0.252 -0.898
C -2.159 -0.285 0.802
H -0.922 -0.495 -1.407
H 1.787 -1.622 0.460
H -0.146 1.160 -1.503
H -2.199 -1.286 0.410
H -0.775 1.447 0.808
H 2.045 1.327 -1.028
H -2.767 0.044 1.662
*
```

***

Let's list energy relative to the best compared isomer or geometry (same formula, charge and spin) in order: 67.2, 13.4, 57.0, 37.4, 48.6, 128.6 kcal per mole.